No. 1
Density functional theory data (ωB97M-V with the def2-TZVPD basis set) for the molecule C4H7NO.

Last column: Löwdin charge in e.
CARTESIAN COORDINATES (ANGSTROEM)
O  -1.0496  -0.2655  -3.0350  0.041
C  -0.4328  -0.1272  -2.0067  -0.329
N  -0.8319  -0.6015  -0.7545  0.056
C  0.0114  -0.4422  0.3922  -0.363
C  -0.2731  0.4311  1.5638  -0.097
C  0.9452  0.6705  0.6963  -0.110
H  0.5342  0.4072  -1.9728  0.130
H  -0.9505  -1.5983  -0.6999  0.130
H  0.3849  -1.4165  0.6907  0.139
H  -1.0865  1.1491  1.5066  0.107
H  -0.1502  -0.0572  2.5246  0.097
H  1.9169  0.3365  1.0419  0.100
H  0.9606  1.5646  0.0812  0.100

## Properties
**E_HOMO**: -9.6 eV
**Maximum force**: 0.0340 hartree/bohr
**LUMO**: 0.88 eV
**SMILES**: O=CNC1CC1
**Relative energy (zero: lowest compared OMol25 entry of this formula, charge and spin)**: 45.3 kcal/mol
**Spin multiplicity**: 1


No. 2
Density functional theory data (ωB97M-V with the def2-TZVPD basis set) for a structure of composition C35H28BiClINOP2.

Last column: Löwdin charge in e.
CARTESIAN COORDINATES (ANGSTROEM)
Bi  -0.6744  -0.6601  -1.2501  1.575
C  1.1559  2.2515  0.0354  -0.345
C  2.1937  1.3588  -0.6384  -0.358
P  1.8582  -0.4426  -0.3546  0.920
C  2.2135  -0.6630  1.4158  -0.361
C  3.5196  -0.7205  1.8959  -0.067
C  3.7394  -0.8319  3.2563  -0.044
C  2.6695  -0.8931  4.1367  -0.037
C  1.3688  -0.8234  3.6583  -0.050
C  1.1358  -0.7080  2.2996  -0.106
C  3.0343  -1.2928  -1.4635  -0.361
C  2.5288  -2.2951  -2.2925  -0.130
C  3.3565  -2.9535  -3.1843  -0.050
C  4.6956  -2.6091  -3.2708  -0.034
C  5.2019  -1.6141  -2.4484  -0.041
C  4.3843  -0.9534  -1.5460  -0.079
P  -0.6230  1.8775  -0.3860  0.948
C  -1.0558  2.8025  -1.8984  -0.376
C  -2.1490  3.6659  -1.8821  -0.074
C  -2.5047  4.3578  -3.0272  -0.039
C  -1.7958  4.1695  -4.2037  -0.041
C  -0.7186  3.2946  -4.2334  -0.056
C  -0.3496  2.6081  -3.0886  -0.113
C  -1.4794  2.7160  0.9768  -0.369
C  -2.3391  2.0578  1.8443  -0.099
C  -2.9718  2.7708  2.8516  -0.055
C  -2.7317  4.1268  3.0002  -0.040
C  -1.8554  4.7796  2.1431  -0.046
C  -1.2291  4.0830  1.1277  -0.100
H  1.3500  3.2999  -0.2061  0.103
H  1.2231  2.1431  1.1254  0.096
H  3.1794  1.5685  -0.2095  0.102
H  2.2503  1.5423  -1.7151  0.085
H  4.3583  -0.6868  1.2157  0.099
H  4.7518  -0.8692  3.6297  0.121
H  2.8511  -0.9993  5.1945  0.121
H  0.5349  -0.8595  4.3426  0.118
H  0.1261  -0.6504  1.9118  0.082
H  1.4777  -2.5531  -2.2426  0.053
H  2.9538  -3.7296  -3.8138  0.118
H  5.3362  -3.1110  -3.9806  0.123
H  6.2438  -1.3463  -2.5148  0.121
H  4.8060  -0.1776  -0.9230  0.104
H  -2.7167  3.8002  -0.9728  0.108
H  -3.3355  5.0453  -2.9905  0.120
H  -2.0817  4.6986  -5.0991  0.120
H  -0.1668  3.1541  -5.1523  0.118
H  0.4967  1.9314  -3.1263  0.085
H  -2.5253  1.0047  1.7168  0.054
H  -3.6591  2.2665  3.5137  0.113
H  -3.2250  4.6819  3.7850  0.120
H  -1.6623  5.8355  2.2576  0.119
H  -0.5696  4.5965  0.4415  0.114
Cl  -4.6773  -5.8066  1.4004  0.772
C  -3.9919  -4.2731  1.0465  -0.598
C  -4.7716  -3.1404  1.1125  -0.137
C  -4.2461  -1.8839  0.8033  -0.602
I  -5.4331  -0.1602  0.9818  1.004
C  -2.9348  -1.7405  0.3796  -0.445
O  -2.4060  -0.5665  0.0500  -0.436
C  -2.1236  -2.8948  0.3249  -0.176
N  -0.8409  -2.7128  -0.0721  -0.085
C  0.0104  -3.7158  -0.0052  -0.110
C  -0.3814  -4.9953  0.3882  -0.003
C  -1.7020  -5.2376  0.6974  0.034
C  -2.6221  -4.1763  0.6932  -0.149
H  -5.8059  -3.2325  1.4067  0.108
H  1.0375  -3.5024  -0.2689  0.103
H  0.3516  -5.7834  0.4222  0.122
H  -2.0406  -6.2231  0.9783  0.111

## Properties
**E_HOMO**: -13.0 eV
**Maximum force**: 0.0280 hartree/bohr
**LUMO**: -6.16 eV
**Spin multiplicity**: 1
**Net charge**: +2


No. 3
Density functional theory data (ωB97M-V with the def2-TZVPD basis set) for a structure of composition C5H8Ag4Br4O3.

Last column: Löwdin charge in e.
CARTESIAN COORDINATES (ANGSTROEM)
Ag  -1.1275  -3.8004  0.2606  0.886
Ag  1.6580  -2.9566  3.1335  0.880
Ag  2.7321  -3.9305  -0.0387  0.895
Ag  -1.4430  -0.8036  3.2732  0.892
C  0.2299  -1.5699  1.1787  -0.923
O  0.8664  -2.5221  0.5675  -0.267
O  0.7307  -1.0061  2.2481  -0.206
O  -1.0387  -1.5001  1.0293  -0.165
Br  2.4145  1.6969  -2.4500  0.602
C  2.3091  0.7581  -0.7000  -0.692
C  1.9089  1.7016  0.4140  -0.666
Br  3.3186  3.0911  0.5973  0.616
H  3.2448  0.2359  -0.5220  0.049
H  1.5456  -0.0139  -0.8362  0.019
H  1.8516  1.1990  1.3732  0.029
H  1.0114  2.2771  0.2143  0.047
Br  -4.7590  1.0641  -1.5440  0.654
C  -3.0234  0.9997  -0.6611  -0.742
C  -1.8864  0.5932  -1.5784  -0.676
Br  -1.3984  2.1385  -2.7056  0.623
H  -3.0942  0.3223  0.1963  0.029
H  -2.8134  1.9445  -0.1610  0.052
H  -2.2302  -0.1839  -2.2557  0.046
H  -1.0072  0.2652  -1.0336  0.018

## Properties
**E_HOMO**: -13.7 eV
**Maximum force**: 0.0684 hartree/bohr
**LUMO**: -9.96 eV
**Relative energy (zero: lowest compared OMol25 entry of this formula, charge and spin)**: 53.1 kcal/mol
**Spin multiplicity**: 1
**Net charge**: +2


No. 4
Density functional theory data (ωB97M-V with the def2-TZVPD basis set) for a structure of composition C44H45N9P2PbSe2.

Last column: Löwdin charge in e.
CARTESIAN COORDINATES (ANGSTROEM)
Pb  1.9706  0.2244  -1.7216  1.031
N  4.2027  2.8920  -4.1267  0.187
C  5.3011  3.8552  -3.7176  -0.267
C  6.2823  3.1215  -2.8126  -0.093
C  5.6382  2.6879  -1.4668  -0.368
N  5.0013  1.3648  -1.5506  -0.016
C  4.7124  3.7793  -0.8449  -0.090
C  3.8586  4.6462  -1.8259  -0.324
N  2.6219  3.9443  -2.3242  0.018
C  4.6930  5.0882  -3.0333  -0.090
H  4.4444  1.8957  -3.9395  0.145
H  3.9537  3.0127  -5.1107  0.170
H  3.3238  3.1485  -3.5360  0.087
H  5.8678  4.1851  -4.6023  0.164
H  7.0675  3.8496  -2.5340  0.148
H  6.7085  2.2729  -3.3517  0.130
H  6.5118  2.6458  -0.7298  0.160
H  4.8422  1.0684  -0.5926  0.054
H  5.6910  0.7057  -1.9225  0.096
H  5.4134  4.4930  -0.3517  0.140
H  4.0801  3.3952  -0.0405  0.107
H  3.5992  5.5631  -1.2423  0.155
H  1.9384  4.6436  -2.6499  0.123
H  2.1014  3.3845  -1.6025  0.070
H  5.4651  5.7823  -2.7221  0.140
H  4.0613  5.6484  -3.7371  0.137
Se  -4.5103  -3.4817  -1.7083  0.731
P  -4.1671  -1.3448  -1.6531  0.666
C  -4.8482  -0.4730  -3.0745  -0.376
C  -4.2248  -0.6855  -4.3117  -0.084
C  -4.8205  -0.1400  -5.4589  -0.041
C  -5.9434  0.6935  -5.3257  -0.034
C  -6.5126  0.9632  -4.0740  -0.030
C  -5.9598  0.3537  -2.9422  -0.056
C  -5.0619  -0.7767  -0.1855  -0.390
C  -6.3609  -1.3015  0.0141  -0.111
C  -7.1133  -0.8046  1.0755  -0.041
C  -6.5786  0.1109  1.9909  -0.036
C  -5.2922  0.6022  1.8000  -0.056
C  -4.5357  0.1873  0.6953  -0.071
C  -2.5263  -0.5569  -1.6080  -0.378
C  -1.1925  -0.9527  -1.4508  -0.448
N  -0.4641  0.1553  -1.5453  -0.228
N  -1.2623  1.2261  -1.6746  -0.027
N  -2.4981  0.8270  -1.7495  0.037
P  -0.4727  -2.5812  -1.2255  0.705
Se  1.6692  -2.4998  -1.7287  0.368
C  -0.7404  -3.2096  0.4081  -0.366
C  0.3434  -3.8476  1.0832  -0.096
C  0.2882  -3.9903  2.4728  -0.049
C  -0.9200  -3.7198  3.1400  -0.048
C  -2.0237  -3.2240  2.4723  -0.055
C  -1.9365  -2.9495  1.1075  -0.071
C  -1.0461  -3.7448  -2.4741  -0.435
C  -1.2316  -3.3542  -3.8142  -0.112
C  -1.5467  -4.3101  -4.7770  -0.047
C  -1.6352  -5.6549  -4.4139  -0.034
C  -1.4927  -6.0448  -3.0914  -0.039
C  -1.2303  -5.0920  -2.0882  -0.086
H  -3.3265  -1.3028  -4.3458  0.087
H  -4.3608  -0.3227  -6.4320  0.118
H  -6.3839  1.2030  -6.2094  0.134
H  -7.2896  1.7088  -3.9494  0.122
H  -6.3805  0.5610  -1.9606  0.110
H  -6.7864  -2.0123  -0.7102  0.096
H  -8.1398  -1.2068  1.1972  0.136
H  -7.1616  0.4889  2.8316  0.126
H  -4.8431  1.2995  2.5146  0.116
H  -3.5661  0.6379  0.4590  0.093
H  1.2121  -4.1780  0.4929  0.081
H  1.1802  -4.3205  2.9939  0.116
H  -0.9199  -3.7633  4.2338  0.123
H  -2.9521  -2.9790  2.9774  0.121
H  -2.8034  -2.4518  0.5956  0.073
H  -1.0968  -2.3082  -4.1003  0.108
H  -1.7496  -3.9685  -5.7982  0.127
H  -1.7899  -6.3975  -5.2105  0.135
H  -1.6410  -7.0581  -2.7693  0.119
H  -1.1100  -5.4345  -1.0582  0.115
N  1.4147  1.5595  5.8153  0.197
C  1.6205  1.1880  7.1427  -0.129
C  1.1410  1.7068  8.3325  0.083
C  1.5632  1.0199  9.5124  0.072
C  2.3995  -0.1073  9.3872  0.002
C  2.8261  -0.6156  8.1707  0.061
C  2.4301  0.0118  7.0197  -0.161
N  2.6418  -0.3116  5.7064  0.235
C  2.0053  0.6347  5.0186  -0.223
C  2.0141  0.6637  3.5854  -0.109
C  1.2055  1.4608  2.7771  0.038
C  1.2457  1.3205  1.3797  -0.100
N  1.9722  0.3486  0.7832  -0.101
C  2.7239  -0.4691  1.5574  -0.092
C  2.7306  -0.3612  2.9438  0.047
H  0.8800  2.3905  5.5121  0.196
H  0.4648  2.5763  8.3930  0.148
H  1.2544  1.3681  10.4779  0.138
H  2.7247  -0.5790  10.3180  0.140
H  3.4736  -1.4974  8.1561  0.152
H  0.5427  2.2168  3.1782  0.123
H  0.6419  1.9530  0.7132  0.116
H  3.2122  -1.2860  1.0316  0.111
H  3.2762  -1.0643  3.5411  0.123

## Properties
**E_HOMO (alpha / beta)**: -16.8 / -16.9 eV
**Maximum force**: 0.0668 hartree/bohr
**LUMO (alpha / beta)**: -11.18 / -12.69 eV
**Relative energy (zero: lowest compared OMol25 entry of this formula, charge and spin)**: 0.0 kcal/mol
**Spin multiplicity**: 1
**Net charge**: +4